DFT (ωB97M-V/def2-TZVPD) results for 13 unconnected molecules or ions with the total composition C52H91N13 in a non-equilibrium geometry.

Cartesian coordinates (Å):
C: 0.120 6.426 1.396
C: 1.446 6.257 0.655
C: 1.351 5.185 -0.431
C: 0.563 3.993 -0.100
N: -0.032 3.058 0.203
H: 0.086 7.309 2.032
H: -0.056 5.545 2.014
H: -0.709 6.506 0.690
H: 2.242 5.972 1.346
H: 1.787 7.192 0.210
H: 2.351 4.771 -0.604
H: 1.013 5.577 -1.391
C: -5.001 -0.740 -1.068
C: -4.609 -2.068 -0.455
C: -4.565 -3.169 -1.524
C: -3.381 -3.011 -2.386
N: -2.460 -2.907 -3.063
H: -6.022 -0.692 -1.447
H: -4.268 -0.385 -1.791
H: -5.013 -0.012 -0.247
H: -5.340 -2.353 0.307
H: -3.678 -1.986 0.108
H: -5.430 -3.097 -2.184
H: -4.534 -4.158 -1.067
C: -2.399 -2.566 -8.315
C: -1.724 -2.381 -6.972
C: -2.170 -1.145 -6.211
C: -3.597 -1.163 -5.878
N: -4.730 -1.125 -5.691
H: -3.484 -2.660 -8.229
H: -1.980 -3.387 -8.899
H: -2.277 -1.730 -9.016
H: -0.642 -2.368 -7.114
H: -1.928 -3.239 -6.327
H: -1.936 -0.199 -6.701
H: -1.652 -1.160 -5.248
C: 4.536 -0.163 -0.302
C: 4.047 0.849 0.709
C: 3.312 2.050 0.102
C: 3.985 2.659 -1.053
N: 4.468 3.181 -1.954
H: 4.971 -1.014 0.221
H: 5.415 0.217 -0.835
H: 3.792 -0.490 -1.025
H: 4.826 1.239 1.373
H: 3.389 0.371 1.432
H: 3.137 2.858 0.814
H: 2.328 1.714 -0.237
C: -5.231 1.458 2.171
C: -3.847 0.830 2.312
C: -2.697 1.675 1.767
C: -2.632 3.042 2.254
N: -2.560 4.118 2.640
H: -5.482 1.708 1.138
H: -5.233 2.420 2.694
H: -6.032 0.869 2.612
H: -3.866 -0.183 1.906
H: -3.663 0.694 3.383
H: -2.784 1.680 0.675
H: -1.711 1.254 1.963
C: 2.045 4.136 -6.066
C: 2.739 3.312 -4.978
C: 1.831 2.469 -4.089
C: 1.154 1.399 -4.829
N: 0.560 0.590 -5.384
H: 1.276 4.764 -5.607
H: 1.608 3.518 -6.850
H: 2.728 4.837 -6.544
H: 3.245 4.014 -4.313
H: 3.522 2.700 -5.426
H: 1.052 3.083 -3.630
H: 2.445 2.032 -3.302
C: -0.054 -0.003 -1.901
C: -0.913 -0.561 -0.774
C: -0.214 -0.451 0.588
C: 1.024 -1.214 0.753
N: 1.979 -1.828 0.918
H: 0.996 -0.299 -1.803
H: -0.127 1.086 -1.892
H: -0.363 -0.367 -2.882
H: -1.320 -1.550 -0.995
H: -1.837 0.022 -0.703
H: -0.930 -0.742 1.360
H: -0.032 0.604 0.802
C: 2.242 -3.593 -3.074
C: 0.896 -3.659 -2.352
C: 1.014 -4.476 -1.082
C: -0.213 -4.506 -0.273
N: -1.161 -4.501 0.372
H: 2.257 -2.850 -3.874
H: 2.510 -4.558 -3.506
H: 3.049 -3.264 -2.413
H: 0.161 -4.087 -3.031
H: 0.611 -2.645 -2.071
H: 1.824 -4.127 -0.435
H: 1.307 -5.513 -1.277
C: 6.574 -2.315 2.333
C: 5.619 -2.390 3.520
C: 4.335 -1.588 3.284
C: 3.451 -1.466 4.437
N: 2.728 -1.381 5.327
H: 7.482 -2.873 2.550
H: 6.804 -1.277 2.088
H: 6.126 -2.771 1.448
H: 6.107 -2.025 4.429
H: 5.378 -3.424 3.778
H: 3.748 -2.066 2.496
H: 4.635 -0.587 2.969
C: -3.237 4.173 -5.000
C: -2.198 3.061 -5.048
C: -2.626 1.767 -4.332
C: -2.802 1.978 -2.899
N: -2.958 2.148 -1.774
H: -4.256 3.888 -5.260
H: -2.929 4.976 -5.670
H: -3.275 4.561 -3.979
H: -1.247 3.452 -4.681
H: -1.977 2.728 -6.066
H: -1.935 0.936 -4.465
H: -3.601 1.425 -4.691
C: -0.518 -5.466 4.214
C: -0.654 -4.159 3.411
C: 0.614 -3.318 3.567
C: 1.839 -4.062 3.194
N: 2.816 -4.588 2.890
H: 0.309 -6.072 3.842
H: -1.388 -6.122 4.130
H: -0.438 -5.251 5.281
H: -1.503 -3.612 3.817
H: -0.842 -4.400 2.369
H: 0.766 -3.020 4.605
H: 0.681 -2.450 2.908
C: 1.684 1.363 3.116
C: 0.760 2.173 4.035
C: 0.884 1.789 5.524
C: 2.163 2.247 6.087
N: 3.175 2.584 6.505
H: 1.587 0.304 3.364
H: 2.702 1.690 3.340
H: 1.422 1.537 2.075
H: -0.281 2.038 3.740
H: 1.019 3.220 3.866
H: 0.803 0.709 5.635
H: 0.088 2.298 6.071
C: -0.117 -2.051 7.207
C: -1.603 -2.003 6.804
C: -1.943 -0.689 6.091
C: -1.495 -0.564 4.719
N: -1.194 -0.423 3.630
H: 0.514 -1.620 6.428
H: 0.215 -3.076 7.359
H: 0.030 -1.446 8.101
H: -2.244 -2.091 7.678
H: -1.852 -2.804 6.105
H: -1.629 0.165 6.694
H: -3.038 -0.658 6.008

HOMO-LUMO gap   11.35 eV
DFT total energy   -74770.43060 eV